Record 1
This record from the Open Molecules 2025 dataset describes an isolated ion of composition C9H15N2S and charge +1. The level of theory is the ωB97M-V functional and the def2-TZVPD basis.

Geometry (Å):
S1 -1.0554 -0.9651 3.7530
N1 1.3236 0.5722 -1.0049
N2 -1.8654 0.1478 0.0071
C1 -1.7658 -0.8534 2.2059
C2 -2.4877 -2.0225 1.8336
C3 0.0583 0.2447 -1.5622
C4 -2.5609 -2.9237 2.9129
C5 1.5861 -0.0790 0.3200
C6 -1.7932 -2.4650 3.9509
C7 1.5940 1.9782 -0.8969
C8 -1.1697 0.9919 -0.9643
C9 -1.4926 0.1684 1.2790
H1 -0.8844 0.9813 1.6210
H2 1.0560 2.3351 0.1085
H3 -0.1011 -0.8377 -1.6166
H4 2.6406 2.1785 -0.6262
H5 1.2006 2.5995 -1.7376
H6 -3.2487 -2.1093 1.0847
H7 -1.7598 -2.8106 4.9465
H8 -0.7566 1.8368 -0.6024
H9 -3.0075 -3.9113 2.8546
H10 1.0361 0.5236 1.1439
H11 0.1016 0.5982 -2.5435
H12 -1.9067 1.3459 -1.6356
H13 1.2262 -1.0611 0.4779
H14 2.6701 -0.1362 0.5910
H15 -2.5887 -0.4340 -0.4091

Kohn-Sham gap (alpha / beta) ... 8.00 / 4.41 eV
Net charge ... +1
⟨S²⟩ ... 2.03
DFT total energy ... -23380.718 eV
ΔE to the lowest compared entry with this formula, charge and spin ... 0.00 kcal/mol
2S+1 ... 3

Results of the Löwdin charge analysis, in e, for atoms 1 through 4: 1.118 -0.244 0.090 -0.466


Record 2
This record from the Open Molecules 2025 dataset describes an isolated ion of composition C9H15N3 and charge +2. The level of theory is the ωB97M-V functional and the def2-TZVPD basis.

Geometry (Å):
N1 -2.1460 0.9332 -0.6548
N2 3.8176 0.1246 -0.0099
N3 -1.8752 -0.8925 0.4850
C1 0.0612 0.8757 0.5983
C2 1.5590 1.1271 0.5832
C3 0.4786 -1.5200 -0.1706
C4 1.7842 -1.2938 -0.3161
C5 -4.1927 -0.1838 0.2495
C6 -0.4777 -0.5200 0.1729
C7 -0.7294 0.6657 -0.8174
C8 -2.7657 0.0165 0.0760
C9 2.3312 0.1349 -0.2886
H1 1.6671 2.0931 0.3157
H2 -0.6173 1.3867 1.1848
H3 -0.3776 0.8589 -1.7403
H4 3.9543 -0.3222 0.9205
H5 2.5505 -2.1119 -0.6526
H6 4.2555 1.0536 0.2536
H7 -4.3959 -0.0191 1.2990
H8 0.2360 -2.5050 -0.2349
H9 -2.7671 1.6272 -1.0571
H10 -4.4613 -1.3026 0.1020
H11 2.5045 0.5893 -1.3671
H12 4.2930 -0.2731 -0.7492
H13 -1.9907 -1.8867 0.5430
H14 2.0642 0.9551 1.6405
H15 -4.7606 0.3890 -0.3654

Kohn-Sham gap ... 10.39 eV
Net charge ... +2
DFT total energy ... -14028.392 eV
ΔE to the lowest compared entry with this formula, charge and spin ... 57.06 kcal/mol

Results of the Löwdin charge analysis, in e, for atoms 1 through 4: 0.173 0.213 0.196 -0.027


Record 3
This record from the Open Molecules 2025 dataset describes C9H15N3O6 as an isolated structure. The level of theory is the ωB97M-V functional and the def2-TZVPD basis.

Geometry (Å):
O1 -5.0136 -1.8209 -0.5237
O2 1.0188 -1.0075 -1.3116
O3 -5.0315 -0.0209 0.6786
O4 2.6169 0.9824 -0.3187
O5 1.1354 2.5127 0.0982
O6 -1.0061 3.3170 0.2976
N1 1.6032 -2.9839 0.7336
N2 5.0137 0.1870 -0.0432
N3 0.0102 0.0140 0.6660
C1 3.6199 0.0859 -0.2456
C2 -0.2777 2.3703 0.0637
C3 0.9377 -0.8093 -0.0969
C4 -0.8396 0.9375 -0.1223
C5 3.3078 -1.3300 -0.0108
C6 -4.2844 -0.6859 -0.0720
C7 -2.8970 -0.3853 -0.4710
C8 -2.2779 0.9047 0.1409
C9 2.0040 -1.5462 0.7364
H1 3.2628 -1.6065 -1.0982
H2 5.4780 1.0552 -0.5322
H3 -2.6670 0.9428 1.0956
H4 -0.4390 0.6902 -1.2297
H5 -2.2194 -1.3820 -0.5064
H6 2.3507 -1.4226 1.8143
H7 -4.5262 -2.2735 -1.1949
H8 5.4959 -0.4598 -0.7525
H9 -0.1198 0.0763 1.8884
H10 -3.0827 0.0829 -1.5039
H11 1.2179 -3.1120 2.1071
H12 4.1069 -2.1463 0.3025
H13 -2.8213 1.6490 -0.5287
H14 0.4377 -3.2141 0.0402
H15 1.6196 1.6482 -0.2940

Kohn-Sham gap ... 9.18 eV
Net charge ... 0
DFT total energy ... -26323.935 eV
ΔE to the lowest compared entry with this formula, charge and spin ... 240.86 kcal/mol

Results of the Löwdin charge analysis, in e, for atoms 1 through 4: 0.064 0.042 0.069 0.021


Record 4
This record from the Open Molecules 2025 dataset describes an isolated ion of composition C9H15N4 and charge +1. The level of theory is the ωB97M-V functional and the def2-TZVPD basis.

Geometry (Å):
N1 -1.3627 -1.6265 1.1763
N2 -1.1003 -1.3220 3.5403
N3 -1.1774 -0.8948 0.0113
N4 1.4515 0.9188 3.2986
C1 -0.3558 0.9125 1.5088
C2 1.0818 0.3414 -2.5266
C3 -1.1013 -1.1027 2.2731
C4 -0.1654 0.3749 0.1520
C5 1.2293 -0.2026 -0.0782
C6 0.6698 0.9515 2.4581
C7 -0.3618 0.8049 -2.3546
C8 1.4303 -0.7309 -1.4988
C9 -0.5879 1.3496 -0.9436
H1 -0.7568 -1.5006 -0.7111
H2 -0.5874 -0.6926 4.1463
H3 -1.6284 1.6543 -0.8038
H4 1.2276 -0.0460 -3.5347
H5 2.4725 -1.0258 -1.6125
H6 0.0262 2.2444 -0.8202
H7 -1.4661 -2.1729 3.9493
H8 -0.5761 1.6005 -3.0680
H9 -1.0469 -0.0177 -2.5754
H10 -2.0802 -0.5545 -0.3519
H11 1.4284 -0.9857 0.6576
H12 1.9528 0.5957 0.1013
H13 -1.1989 1.5654 1.6914
H14 0.8309 -1.6308 -1.6840
H15 1.7523 1.1923 -2.4008

Kohn-Sham gap ... 8.88 eV
Net charge ... +1
DFT total energy ... -15527.580 eV
ΔE to the lowest compared entry with this formula, charge and spin ... 51.15 kcal/mol

Results of the Löwdin charge analysis, in e, for atoms 1 through 4: 0.091 0.202 0.107 0.195


Record 5
This record from the Open Molecules 2025 dataset describes one molecule with the formula C9H15NO2. The level of theory is the ωB97M-V functional and the def2-TZVPD basis.

Geometry (Å):
O1 0.6410 -0.8465 0.1485
O2 0.7352 0.9640 1.9875
N1 0.1795 0.4184 -0.1931
C1 -0.3678 -4.1385 -0.6675
C2 0.2090 1.2552 0.9190
C3 2.0097 -3.6722 -1.4584
C4 0.8759 -3.2106 -0.4954
C5 -0.4854 2.5995 0.6952
C6 -0.5066 3.3597 1.8020
C7 -0.9972 2.8815 -0.6398
C8 -1.1480 4.6888 1.7698
C9 0.4888 -1.8219 -0.7532
H1 1.7747 -3.5799 -2.4663
H2 0.0038 3.0730 2.7572
H3 -1.2696 -3.6008 -0.9054
H4 -2.1612 2.6068 -0.6144
H5 2.0906 -4.6831 -1.3986
H6 -0.8834 5.1694 0.8621
H7 -0.5352 -4.7190 0.2445
H8 -0.2944 -4.8969 -1.3709
H9 0.3305 -1.4614 -1.7384
H10 2.8322 -3.1192 -1.3842
H11 1.2845 -3.3644 0.5748
H12 -1.0221 5.3030 2.5744
H13 -2.2177 4.6053 1.8665
H14 -1.0542 3.9336 -0.7735
H15 -0.5128 2.2564 -1.3423

Kohn-Sham gap (alpha / beta) ... 7.47 / 7.44 eV
Net charge ... 0
DFT total energy ... -15155.941 eV
ΔE to the lowest compared entry with this formula, charge and spin ... 131.05 kcal/mol

Results of the Löwdin charge analysis, in e, for atoms 1 through 4: 0.011 0.013 0.060 -0.041


Record 6
This record from the Open Molecules 2025 dataset describes one molecule with the formula C9H15NSi. The level of theory is the ωB97M-V functional and the def2-TZVPD basis.

Geometry (Å):
Si1 1.1960 -1.9938 0.5146
N1 -0.4110 1.1623 0.0137
C1 1.6463 2.0475 -0.5068
C2 -1.6868 1.1103 -0.0878
C3 -0.0833 -2.4988 -0.8568
C4 0.3197 2.3294 -0.4240
C5 1.2602 -0.1864 0.1731
C6 -2.6254 -0.0315 -0.1087
C7 0.6186 -2.2619 2.3261
C8 2.1267 0.7422 -0.0459
C9 -0.4303 3.5304 -0.9798
H1 -0.7813 -3.2337 -0.4468
H2 3.1238 0.5949 -0.1987
H3 -2.0878 -0.9277 -0.4896
H4 -1.4417 3.0584 -0.9740
H5 1.2108 -1.7580 3.1645
H6 -0.7326 -1.6471 -1.1121
H7 -0.5377 -2.1283 2.3510
H8 0.4207 -2.8651 -1.8246
H9 -3.0707 -0.1411 0.9050
H10 -0.0052 3.7073 -2.0077
H11 -3.4011 0.1141 -0.8515
H12 2.5760 -2.3694 0.2760
H13 0.7777 -3.3444 2.5498
H14 2.4014 2.5342 -0.9649
H15 -0.3827 4.4560 -0.3943

Kohn-Sham gap (alpha / beta) ... 7.26 / 7.28 eV
Net charge ... 0
DFT total energy ... -18938.265 eV
ΔE to the lowest compared entry with this formula, charge and spin ... 153.26 kcal/mol

Results of the Löwdin charge analysis, in e, for atoms 1 through 4: 0.580 0.043 -0.047 -0.116